Entry 1:
{
  "formula": "C2H7S2",
  "method": "wB97M-V/def2-TZVPD",
  "homo_energy_ev": -3.09,
  "homo_lumo_gap_ev": 6.94,
  "mol_weight_g_mol": 95.2,
  "de_lowest_kcal_mol": 6.5,
  "multiplicity": 1,
  "total_charge": -1,
  "largest_force_ev_per_a": 1.3,
  "total_energy_ha": -876.79963,
  "symbols": ["S", "H", "C", "C", "S", "H", "H", "H", "H", "H", "H"],
  "positions_angstrom": [[-1.044, 2.068, -0.050], [-1.183, 2.201, 1.280], [2.097, -0.529, -0.190], [1.027, -1.566, -0.539], [-0.559, -1.217, 0.349], [1.816, 0.468, -0.518], [3.088, -0.843, -0.536], [2.187, -0.422, 0.896], [0.829, -1.478, -1.606], [1.369, -2.561, -0.265], [-0.741, 0.537, 0.157]]
}

***

Entry 2:
{
  "formula": "C4H7NO3P",
  "method": "wB97M-V/def2-TZVPD",
  "homo_energy_ev": [-2.36, -2.36],
  "homo_lumo_gap_ev": [5.32, 5.32],
  "mol_weight_g_mol": 148.1,
  "de_lowest_kcal_mol": 68.6,
  "multiplicity": 1,
  "total_charge": -1,
  "largest_force_ev_per_a": 4.5,
  "total_energy_ha": -778.46264,
  "symbols": ["C", "C", "C", "C", "N", "O", "O", "O", "P", "H", "H", "H", "H", "H", "H", "H"],
  "positions_angstrom": [[-2.937, -0.848, 0.966], [-1.992, 0.959, -0.635], [3.129, -0.499, -0.064], [-1.985, 0.201, 0.724], [-3.624, -1.733, 1.233], [0.547, -0.536, -0.568], [1.348, 1.753, 0.012], [-1.029, 0.366, 1.535], [1.430, 0.349, 0.513], [-2.123, 0.191, -1.455], [-2.931, 1.526, -0.587], [-1.020, 1.472, -0.536], [3.573, -1.140, 0.679], [2.999, -0.938, -1.034], [3.932, 0.382, -0.304], [0.683, -1.505, -0.479]]
}

***

Entry 3:
{
  "formula": "C2HNO2S",
  "method": "wB97M-V/def2-TZVPD",
  "homo_energy_ev": [-10.00, -9.99],
  "homo_lumo_gap_ev": [8.24, 8.24],
  "mol_weight_g_mol": 103.1,
  "de_lowest_kcal_mol": 140.7,
  "multiplicity": 1,
  "total_charge": 0,
  "largest_force_ev_per_a": 3.4,
  "total_energy_ha": -680.03581,
  "symbols": ["O", "S", "O", "C", "C", "N", "H"],
  "positions_angstrom": [[2.242, 0.832, -0.399], [1.305, -0.277, -0.245], [1.952, -1.535, -0.025], [-0.290, -0.024, 0.690], [-1.607, 0.088, 0.139], [-1.173, 1.284, 0.264], [-2.429, -0.368, -0.424]]
}